(1)
Here is a structure of composition C41H35N8O3RbS4Se from the OMol25 dataset. Energies are from ωB97M-V/def2-TZVPD.

XYZ file:
```
93
Properties=species:S:1:pos:R:3:forces:R:3:lowdin_charge:R:1
H 0.169 5.507 3.413 0.0 0.0 0.0 0.093
C -3.126 -3.955 3.082 -0.1 0.1 -0.1 -0.433
N 3.011 -1.381 1.189 -0.2 0.0 0.0 0.142
H 1.533 5.109 1.333 0.0 0.0 0.0 0.103
H -3.650 0.060 -3.609 -0.1 0.1 0.0 0.096
N -0.362 -2.800 -0.991 0.0 -0.1 0.0 0.097
C -4.589 0.528 2.431 -0.1 -0.2 0.0 -0.467
C 1.129 4.298 1.921 0.0 0.0 0.0 -0.015
H -2.105 -3.678 -0.337 0.0 0.0 0.0 0.105
C -5.705 2.368 3.320 0.1 0.0 0.0 -0.204
H 3.152 -0.425 0.875 0.0 0.0 0.0 0.069
H -1.302 -1.159 3.061 0.0 0.0 0.0 0.098
H -6.527 -1.413 -2.322 0.0 0.0 0.0 0.049
Se -0.676 0.651 -3.765 -0.2 -0.1 0.0 0.733
C -0.112 3.402 3.761 0.0 0.1 0.0 -0.076
S -5.814 -0.174 3.435 0.1 0.1 -0.1 0.980
C 5.365 1.530 -2.379 0.0 -0.1 0.0 -0.134
N 1.711 -0.565 -2.039 0.2 0.0 0.1 0.032
H -3.982 -1.762 -2.922 0.0 0.0 0.1 0.102
C -3.493 -0.977 -0.910 -0.2 0.0 -0.1 -0.127
N -2.384 2.257 -5.450 0.2 -0.1 -0.1 -0.086
H 2.510 -0.828 4.263 0.0 0.0 0.0 0.091
S 1.914 -3.068 2.969 0.0 0.0 0.0 0.489
O 2.711 -2.569 -1.374 -0.1 0.0 0.0 -0.050
C -1.768 -4.108 -2.419 0.1 0.0 0.0 -0.087
H -2.417 -1.020 -0.974 0.0 0.0 0.0 0.068
H 6.292 2.081 -2.491 0.0 0.0 0.0 0.078
C -3.535 -0.238 1.582 -0.1 0.0 0.0 -0.682
C 4.454 1.898 -1.403 0.0 0.0 0.0 -0.044
H -3.336 -4.992 3.291 0.0 0.0 0.0 0.049
C 1.376 2.994 1.489 0.0 0.0 0.1 -0.200
C 2.604 -1.613 2.437 0.1 0.1 0.1 -0.957
H -1.481 4.122 -5.728 0.0 0.0 0.0 0.094
C 5.076 0.456 -3.215 -0.1 0.0 0.1 -0.134
C -4.352 -1.342 -1.989 0.3 -0.2 0.0 -0.227
H 4.666 2.743 -0.763 0.0 0.0 0.0 0.095
C 2.947 0.130 -2.064 0.0 0.0 0.0 -0.228
C -1.304 3.071 -5.961 -0.1 0.0 0.0 -0.044
H -0.720 3.517 4.649 0.0 0.0 0.0 0.093
C 3.881 -0.221 -3.046 0.0 0.0 0.0 -0.049
C 0.183 2.145 3.266 0.0 0.0 -0.1 -0.145
C 0.379 4.501 3.066 0.0 0.0 0.0 -0.082
C -2.219 1.228 -4.545 0.1 0.3 0.0 -0.748
C -2.021 -3.235 3.405 0.0 0.1 0.0 -0.186
H -6.342 0.638 -4.516 0.0 0.0 0.0 0.106
H -7.244 1.445 4.590 0.0 0.0 0.0 0.045
N 2.387 1.526 -0.129 0.0 0.0 0.0 0.025
N 0.910 1.946 2.169 0.0 -0.1 0.0 0.029
C 0.208 -3.091 -3.298 -0.2 -0.1 0.0 -0.030
C -1.452 -3.546 -1.194 0.1 0.0 -0.1 -0.149
Rb -0.091 -0.020 0.320 0.2 -0.2 -0.2 0.764
H -3.822 4.035 -7.183 0.0 0.0 0.0 0.103
H -2.664 -4.705 -2.529 0.0 0.0 0.0 0.092
C -5.674 -1.204 -1.695 0.0 0.1 0.2 -0.437
C -4.173 -0.587 0.204 -0.2 0.1 0.0 -0.434
C -3.226 -1.604 2.252 -0.1 0.0 0.0 -0.456
N -3.477 0.758 -4.318 0.0 -0.2 0.1 0.121
O -2.432 0.488 1.440 -0.3 0.0 0.0 -0.335
C -5.800 1.366 -5.105 -0.1 -0.1 0.0 -0.011
H -1.207 2.949 -7.041 0.0 0.0 0.0 0.091
C 2.218 2.791 0.221 0.0 0.0 0.0 -0.525
H 2.857 -2.061 0.439 0.0 0.0 0.1 0.064
H -7.538 2.210 -6.030 0.0 0.0 0.0 0.093
C 1.760 -1.849 -1.780 0.0 0.1 0.0 -0.593
H -3.938 2.486 1.947 0.0 0.0 0.0 0.115
H -1.163 -3.634 3.928 0.0 0.0 0.0 0.081
C 3.239 1.220 -1.209 0.1 0.0 0.0 -0.222
C -4.658 1.884 2.484 0.0 0.1 0.0 -0.124
H 4.647 0.300 2.891 0.0 0.0 0.0 0.086
C 0.458 -2.596 -2.019 0.2 0.2 -0.1 -0.229
H 3.637 -1.064 -3.683 0.0 0.0 0.0 0.105
S -5.879 -0.622 -0.092 0.1 -0.1 0.0 1.015
S -4.242 -3.009 2.172 0.1 0.1 0.0 0.975
H -0.387 2.743 -5.476 0.0 0.0 0.0 0.036
C -4.368 3.294 -6.615 -0.1 0.1 -0.1 -0.022
N 2.792 -0.608 3.326 0.0 0.1 -0.2 -0.068
H -6.297 3.876 -7.344 0.0 0.0 0.0 0.091
H 3.229 1.109 2.194 0.0 0.0 0.0 0.043
H 3.538 1.231 3.925 0.0 0.0 0.0 0.082
C -6.417 1.366 3.903 0.0 -0.1 -0.1 -0.451
H 0.887 -2.850 -4.106 0.0 0.0 0.0 0.115
C -4.425 1.458 -5.034 0.1 0.0 0.1 -0.174
C -3.719 2.413 -5.772 0.1 0.0 0.0 -0.170
H -1.146 -4.266 -4.477 0.0 0.0 0.0 0.095
C -5.757 3.198 -6.697 0.1 0.0 0.0 -0.113
C 3.599 0.569 3.063 0.0 -0.2 0.0 -0.087
C -0.919 -3.863 -3.497 0.0 0.0 0.0 -0.084
C -2.087 -1.890 2.932 0.1 -0.1 0.1 -0.119
H -5.910 3.418 3.490 0.0 0.0 0.0 0.088
H -0.197 1.253 3.755 0.0 0.0 0.0 0.107
O 2.619 3.850 -0.308 0.1 -0.1 0.0 -0.047
C -6.459 2.252 -5.953 0.1 0.0 0.0 -0.110
H 5.773 0.147 -3.987 0.0 0.0 0.0 0.078
```
Forces are in eV/Å.

Summary:
HOMO-LUMO gap ... 5.5 eV
LUMO ... 0.132 Eh
Highest occupied orbital energy ... -1.95 eV
Total charge ... -2



(2)
Here is a structure of composition C41H36CoN15P from the OMol25 dataset. Energies are from ωB97M-V/def2-TZVPD.

XYZ file:
```
94
Properties=species:S:1:pos:R:3:forces:R:3:lowdin_charge:R:1
C 3.577 1.263 0.030 0.0 0.0 0.0 -0.312
H 2.923 -1.536 4.403 0.0 0.0 0.0 0.126
C 1.650 1.019 -4.545 0.0 0.0 -0.1 -0.355
H -0.717 1.539 6.084 0.0 0.0 0.0 0.116
H -0.411 -1.672 -2.893 0.0 0.0 0.0 0.083
H -2.244 1.071 4.194 0.0 0.0 0.0 0.114
H 1.600 2.277 5.646 0.0 0.0 0.0 0.116
H -4.471 -0.057 -2.065 0.0 0.0 0.0 0.122
C -0.368 1.652 5.065 0.0 0.0 0.0 -0.055
H -2.662 3.401 -3.349 0.0 0.0 0.0 0.123
C 0.475 3.768 0.225 0.1 -0.1 0.0 -0.364
H -1.514 6.348 1.160 0.0 0.0 0.0 0.116
N -1.245 -1.043 0.245 0.1 -0.1 -0.1 0.093
H -0.686 -3.319 3.574 0.0 0.0 0.0 0.124
H 2.981 2.599 -4.626 0.0 0.0 0.0 0.106
C 0.097 -2.641 3.260 0.1 0.0 0.2 -0.036
H -1.973 -3.797 1.990 0.0 0.0 0.0 0.103
N 2.902 0.057 -0.425 -0.1 0.0 0.2 0.031
N 0.968 0.185 -5.329 -0.1 -0.1 0.1 0.150
N 0.826 -4.476 -1.154 -0.1 -0.1 0.1 -0.265
N 1.135 -2.519 4.080 0.0 0.0 -0.1 0.128
C -2.322 -1.003 -0.545 0.1 0.1 0.0 -0.178
P 1.015 2.079 0.694 0.0 0.5 0.3 1.094
H 3.099 -0.694 0.232 0.1 0.0 0.0 0.056
H 3.278 -0.250 -1.317 0.0 0.0 0.0 0.095
C -0.252 6.342 -0.573 0.0 0.0 0.0 -0.057
C 0.534 1.950 2.445 0.0 0.0 0.0 -0.393
H 6.651 2.666 0.172 0.0 0.0 0.0 0.120
H -3.148 -5.388 1.871 0.0 0.0 0.0 0.103
C -3.169 -3.069 0.354 -0.1 -0.1 0.0 -0.100
N -1.365 1.014 -1.391 0.0 0.0 0.0 0.081
C 4.949 1.407 -0.141 0.0 0.0 0.0 -0.019
C -2.601 2.479 -2.784 -0.1 -0.1 0.0 -0.067
C -2.435 0.218 -1.386 0.1 -0.1 0.1 -0.192
H 5.522 0.622 -0.623 0.0 0.0 0.0 0.122
C -3.586 0.568 -2.076 -0.1 0.1 -0.1 -0.041
C -1.446 2.138 -2.091 0.1 -0.1 0.0 -0.083
C 1.967 -0.890 2.578 0.0 0.1 0.0 -0.098
C 0.249 -0.759 -4.734 0.0 0.1 -0.1 -0.083
C -0.773 1.527 2.700 0.0 0.0 0.0 -0.126
C -0.803 5.785 0.569 0.0 -0.1 0.0 -0.052
C 4.849 3.561 0.926 0.0 0.0 0.0 -0.043
C -0.441 4.501 0.972 -0.1 0.0 -0.1 -0.064
H -0.300 -1.432 -5.383 0.0 0.0 0.0 0.122
N -3.672 1.694 -2.778 0.1 0.0 0.1 0.121
H 2.905 4.229 1.522 0.0 0.0 0.0 0.124
H 1.108 6.051 -2.211 0.0 0.0 0.0 0.114
C 1.384 2.220 3.513 0.0 0.0 0.0 -0.082
C 2.310 -3.253 -0.494 0.1 0.0 -0.1 -0.180
N 0.940 -1.035 1.748 0.2 0.1 -0.1 0.076
H 3.269 -2.919 -0.132 -0.1 0.0 0.0 0.113
C -4.918 -6.320 1.157 -0.1 0.0 -0.1 -0.112
H -0.577 2.782 -2.109 0.0 0.0 0.0 0.091
H 2.405 2.537 3.337 0.0 0.0 0.0 0.101
C 0.667 5.616 -1.323 0.0 0.0 0.0 -0.062
C 2.075 -1.646 3.738 -0.1 -0.1 0.0 -0.068
H 2.415 2.006 -6.147 0.0 0.0 0.0 0.119
H -5.489 -3.362 -1.131 0.0 0.0 0.0 0.106
H -1.437 1.307 1.868 0.0 0.0 0.0 0.098
C 0.185 -0.901 -3.360 0.0 0.1 0.0 -0.132
N 0.868 -0.061 -2.571 0.0 0.0 0.1 -0.017
N 2.070 -4.535 -0.749 -0.1 0.1 0.0 0.159
C -1.162 -2.018 1.155 0.1 0.1 0.1 -0.208
H -0.828 -5.492 -1.459 -0.1 -0.1 0.1 0.105
C -0.002 -1.918 2.079 -0.1 0.0 -0.1 -0.192
C 0.933 2.066 4.819 0.0 0.0 0.0 -0.055
H 1.762 3.790 -1.505 0.0 0.0 0.0 0.098
H -4.107 -1.939 -1.222 0.0 0.0 0.0 0.105
C -6.150 -5.255 -0.427 0.0 -0.1 0.1 -0.107
C 1.026 4.339 -0.925 0.0 0.0 0.0 -0.135
C -3.280 -2.001 -0.533 -0.1 0.0 0.0 0.068
H 5.345 4.458 1.273 0.0 0.0 0.0 0.120
C 5.582 2.554 0.307 0.0 0.0 0.0 -0.043
C -2.094 -3.032 1.240 0.0 -0.1 0.1 0.053
H 0.594 -6.413 -1.260 0.0 -0.1 0.1 0.116
C 2.827 2.269 0.639 -0.1 -0.1 -0.1 -0.315
C -5.270 -4.183 -0.462 -0.1 0.0 -0.1 -0.004
H -4.799 -7.186 1.798 0.0 0.0 0.0 0.118
H -0.529 7.345 -0.876 0.0 0.0 0.0 0.116
C -3.984 -5.295 1.192 0.0 -0.1 0.1 -0.011
C 3.481 3.424 1.080 0.0 0.0 0.0 -0.074
H -7.027 -5.261 -1.064 0.0 0.0 0.0 0.119
N -5.986 -6.315 0.363 0.1 0.1 0.0 0.089
C -4.152 -4.190 0.363 0.1 0.1 0.0 -0.163
H 2.707 -0.131 2.339 0.0 -0.1 0.0 0.109
N 2.370 1.994 -5.142 -0.1 0.0 0.0 0.161
N 0.163 -5.577 -1.628 0.1 0.1 -0.3 0.164
N 1.252 -2.474 -0.752 -0.2 -0.2 0.2 -0.001
C 1.592 0.886 -3.145 0.0 0.0 0.2 -0.080
H 2.136 1.570 -2.497 0.0 -0.1 0.0 0.101
N 0.291 -3.296 -1.163 0.2 0.1 -0.2 0.090
H -0.879 4.083 1.869 0.0 0.0 0.0 0.102
Co 0.590 -0.089 -0.375 0.1 0.0 -0.2 0.582
C -1.226 1.387 4.003 0.0 0.0 0.0 -0.059
```
Forces are in eV/Å.

Summary:
Energy above the lowest of the compared OMol25 structures with the same formula, charge and spin ... 0.00 kcal per mole
Multiplicity ... 4
HOMO-LUMO gap (spin up / spin down) ... 7.5 / 7.7 eV
LUMO (spin up / spin down) ... -0.217 / -0.218 Eh
Highest occupied orbital energy (spin up / spin down) ... -13.40 / -13.63 eV
Expectation value of S² ... 3.76
Total charge ... +2